{"formula": "C33H69FNO9PS", "method": "ωB97M-V/def2-TZVPD", "largest_force_ev_per_a": 5.47, "energy_ha": -2869.8171, "lumo_ev": -0.60, "gap_ev": 6.8, "symbols": ["C", "C", "P", "C", "C", "C", "C", "O", "O", "C", "N", "C", "C", "C", "C", "F", "C", "O", "C", "C", "O", "C", "C", "C", "C", "S", "C", "C", "C", "O", "H", "H", "H", "H", "H", "H", "H", "H", "H", "H", "H", "H", "H", "H", "H", "H", "H", "H", "H", "H", "H", "H", "H", "H", "H", "H", "H", "H", "H", "H", "H", "H", "H", "H", "H", "H", "H", "C", "C", "C", "O", "H", "H", "H", "H", "H", "H", "H", "H", "C", "C", "C", "O", "H", "H", "H", "H", "H", "H", "H", "H", "C", "C", "C", "O", "H", "H", "H", "H", "H", "H", "H", "H", "C", "C", "C", "O", "H", "H", "H", "H", "H", "H", "H", "H"], "xyz": [[-1.186, 0.645, 6.688], [-1.189, 0.825, 5.128], [-1.040, -0.873, 4.281], [0.819, -1.187, 4.361], [-1.713, -0.789, 2.515], [-2.587, -2.111, 2.396], [-4.143, -1.839, 2.505], [-4.875, -2.553, 1.802], [-4.573, -0.941, 3.289], [-2.231, -3.091, 1.243], [-0.784, -2.967, 1.011], [-0.196, -1.672, 0.514], [1.360, -1.974, 0.802], [2.407, -1.469, -0.244], [3.799, -0.996, 0.360], [3.678, -0.195, 1.512], [-0.332, -1.676, -1.038], [-1.632, -1.988, -1.579], [-1.573, -3.058, -2.472], [-2.151, -4.462, -2.109], [-1.094, -2.924, -3.553], [-0.782, -0.375, 1.265], [-1.743, 0.499, 0.315], [-3.187, 0.018, -0.055], [-4.327, 0.883, 0.647], [-5.958, 0.130, 0.277], [0.263, 0.652, 1.788], [0.525, 1.987, 0.855], [1.532, 1.777, -0.403], [1.863, 2.541, 0.933], [-1.082, 1.648, 7.164], [-2.135, 0.152, 7.008], [-0.329, 0.013, 7.020], [-0.272, 1.418, 4.856], [-2.087, 1.373, 4.758], [1.023, -1.326, 5.457], [1.427, -0.298, 4.066], [1.128, -2.140, 3.876], [-2.481, 0.031, 2.589], [-2.424, -2.733, 3.323], [-2.898, -3.047, 0.354], [-2.403, -4.132, 1.632], [-0.475, -3.698, 0.353], [-0.309, -3.200, 1.898], [1.534, -3.090, 0.847], [1.685, -1.643, 1.815], [2.714, -2.346, -0.880], [2.089, -0.702, -0.974], [4.404, -0.426, -0.383], [4.359, -1.948, 0.560], [0.356, -2.432, -1.516], [-0.014, -0.696, -1.478], [-2.193, -5.048, -3.058], [-3.204, -4.379, -1.734], [-1.504, -5.028, -1.398], [-1.976, 1.396, 0.952], [-1.242, 0.779, -0.642], [-3.349, 0.273, -1.141], [-3.443, -1.056, 0.009], [-4.125, 1.082, 1.721], [-4.300, 1.871, 0.119], [-6.818, 0.623, 1.221], [1.299, 0.373, 2.036], [-0.144, 1.225, 2.665], [-0.339, 2.709, 0.700], [1.392, 2.720, -0.971], [2.475, 1.217, -0.287], [4.810, 3.327, 4.021], [5.067, 2.227, 5.040], [6.503, 1.735, 4.975], [4.180, 1.137, 4.794], [4.977, 2.961, 3.004], [3.773, 3.662, 4.072], [5.463, 4.186, 4.194], [4.851, 2.599, 6.044], [6.722, 1.315, 3.988], [6.668, 0.939, 5.703], [7.209, 2.544, 5.175], [4.361, 0.798, 3.907], [-2.883, -0.751, -4.989], [-3.381, 0.579, -5.532], [-2.692, 0.936, -6.841], [-3.138, 1.607, -4.572], [-1.810, -0.711, -4.783], [-3.379, -0.988, -4.045], [-3.072, -1.562, -5.696], [-4.461, 0.531, -5.688], [-1.612, 1.034, -6.697], [-3.052, 1.898, -7.213], [-2.875, 0.176, -7.604], [-2.186, 1.658, -4.428], [8.439, -1.786, 3.064], [8.323, -1.843, 1.551], [9.157, -0.758, 0.888], [6.952, -1.688, 1.177], [8.076, -0.827, 3.445], [7.827, -2.563, 3.525], [9.473, -1.919, 3.388], [8.647, -2.823, 1.194], [8.819, 0.236, 1.197], [9.053, -0.805, -0.198], [10.213, -0.861, 1.143], [6.656, -0.823, 1.487], [-6.431, 3.097, -6.615], [-6.576, 3.056, -8.129], [-5.731, 4.133, -8.793], [-7.946, 3.240, -8.483], [-6.769, 4.059, -6.217], [-7.050, 2.327, -6.150], [-5.393, 2.941, -6.313], [-6.276, 2.074, -8.500], [-6.046, 5.129, -8.469], [-5.852, 4.099, -9.878], [-4.672, 4.008, -8.556], [-8.222, 4.106, -8.160]], "forces_ev_per_angstrom": [[-0.3011, -0.0196, -0.4947], [1.2055, 0.0586, -0.3113], [-0.3255, -0.2270, 1.1221], [0.0682, 0.7278, 0.6068], [-0.1084, 0.0075, -0.2417], [0.0378, -0.3313, 0.4863], [-1.8242, 1.0479, 0.3539], [0.9016, -0.8929, -0.4490], [1.9064, -0.5690, -0.5190], [-2.1495, -0.4724, 1.1652], [0.2697, -0.6306, -0.3043], [1.6589, 0.4483, -0.2219], [0.6800, 0.0387, 0.0334], [1.3215, 0.1062, -0.4990], [-0.3570, -1.2360, -0.6684], [-0.0222, -0.6180, -0.5564], [0.6678, 0.1754, -1.3495], [0.0397, -1.1444, 0.6698], [-0.5169, -1.0443, -0.2299], [-0.6686, 0.5012, -0.0433], [0.5066, 0.4937, -0.1985], [-1.5001, 0.0754, -0.0710], [-0.6654, -0.3344, 0.5060], [-1.3317, 0.4355, -0.7844], [0.7713, 0.7743, -0.3850], [-0.1694, 0.0683, 0.1045], [0.4567, 3.5402, -0.7872], [2.6401, -2.3533, -1.3660], [-0.5116, 3.7969, 3.9077], [-2.9663, -0.6290, 0.2753], [-0.1753, -0.7732, -0.2208], [0.7759, 0.4376, -0.1316], [-0.5984, 0.4478, -0.2547], [-0.8490, -0.2556, 0.1753], [0.5594, -0.5553, 0.3104], [-0.2567, 0.0247, -0.9318], [-0.2008, -0.8932, -0.0518], [-0.1879, 0.7338, 0.1683], [0.6963, -0.7369, 0.1243], [0.0797, 0.7790, -0.6838], [0.9714, 0.5333, 0.4423], [0.2747, 0.8978, -0.3747], [-0.0996, 0.3005, 0.1917], [-0.3370, 0.2373, -0.2245], [-0.4680, 0.9250, -0.1712], [-0.6126, 0.0731, -0.6991], [-0.3166, 0.8080, 0.4558], [-0.3250, -0.4348, 0.7609], [-0.6118, -0.2990, 0.4492], [-0.1895, 1.1209, 0.5341], [-0.2489, 0.6563, 0.8468], [-0.2508, -0.7452, 0.6982], [0.1948, 0.5872, 0.7535], [1.0209, -0.0593, 0.0336], [-0.5240, 0.5692, -0.2888], [0.6718, -0.5135, -0.8367], [-0.1313, 0.0653, 0.9912], [0.3357, -0.4732, 0.8633], [0.4285, 0.5651, 0.3424], [-0.4257, -0.5867, -0.5668], [0.0139, -0.6443, 0.5779], [0.9341, -0.0436, -0.2639], [-0.6478, -0.3861, -0.1089], [0.1351, -1.2265, -0.3435], [1.4418, -0.8790, 0.1198], [0.5606, -1.5363, -1.0714], [-1.1733, -0.5358, -1.3117], [-0.1406, 0.1884, 0.0798], [0.1840, -0.0804, -0.7028], [0.1502, -0.0942, 0.2514], [-0.1857, -0.0914, 0.2870], [0.0926, -0.0298, 0.0474], [0.0535, -0.0051, 0.0428], [-0.0149, -0.0199, -0.0381], [-0.1358, -0.1693, -0.0174], [-0.0354, 0.1355, -0.0522], [-0.0186, 0.0724, 0.0168], [0.0069, -0.0408, -0.0446], [-0.0398, 0.0822, 0.0452], [-0.1812, -0.0633, 0.0918], [0.6600, -0.1456, -0.0126], [-0.1568, 0.1218, -0.1720], [-0.3067, 0.1464, 0.0843], [-0.0033, 0.0053, -0.1320], [-0.0510, 0.0304, -0.0617], [0.0600, -0.0017, 0.0364], [0.0155, 0.1741, 0.1530], [-0.0141, -0.1280, 0.0409], [-0.0479, -0.0611, 0.0049], [0.0442, 0.0286, 0.0086], [-0.0829, -0.0369, -0.0529], [-0.0211, -0.2199, 0.1873], [0.0194, 0.6313, 0.2795], [0.0709, -0.0532, -0.2414], [-0.1645, -0.2638, -0.2226], [0.1013, 0.0459, -0.0738], [0.0649, -0.0145, -0.0488], [-0.0365, 0.0337, 0.0086], [-0.2238, 0.0071, -0.0741], [0.0341, -0.0509, 0.1298], [0.0392, -0.0624, 0.0458], [-0.0343, 0.0419, -0.0032], [0.0846, -0.0716, 0.0266], [0.0294, -0.2618, 0.1008], [-0.0547, 0.6704, 0.3439], [0.1104, -0.0724, -0.2492], [-0.0689, -0.2858, -0.1950], [0.1034, 0.0466, -0.0868], [0.0636, -0.0160, -0.0507], [-0.0383, 0.0451, 0.0611], [-0.2013, 0.0102, -0.0654], [0.0339, -0.0566, 0.1281], [0.0309, -0.0630, 0.0445], [-0.0257, 0.0480, 0.0020], [0.0522, -0.0841, -0.0051]]}

=====

{"formula": "C33H6F15GeMnN3O2S5", "method": "ωB97M-V/def2-TZVPD", "largest_force_ev_per_a": 0.72, "energy_ha": -8292.9459, "multiplicity": 6, "total_charge": -2, "lumo_ev": [3.45, 3.44], "gap_ev": [5.8, 6.1], "symbols": ["Mn", "S", "C", "C", "C", "C", "N", "C", "C", "C", "S", "C", "N", "H", "H", "O", "S", "O", "N", "C", "S", "C", "C", "C", "C", "C", "C", "H", "H", "H", "H", "F", "C", "C", "C", "F", "C", "F", "C", "F", "C", "F", "Ge", "S", "C", "C", "F", "C", "F", "C", "F", "C", "F", "C", "F", "C", "C", "F", "C", "F", "C", "F", "C", "F", "C", "F"], "xyz": [[-0.499, 0.808, 0.723], [1.317, 1.570, -0.691], [0.305, 2.807, -1.415], [0.935, 3.989, -1.817], [0.253, 5.043, -2.406], [0.962, 6.240, -2.771], [1.530, 7.198, -3.061], [-1.124, 4.920, -2.620], [-1.769, 3.760, -2.219], [-1.107, 2.690, -1.609], [-2.065, 1.308, -1.120], [-1.903, 5.985, -3.193], [-2.549, 6.832, -3.629], [1.998, 4.090, -1.631], [-2.839, 3.684, -2.362], [2.912, 5.653, 2.889], [2.425, 4.911, 1.755], [3.361, 4.527, 0.736], [1.573, 3.603, 2.282], [0.311, 3.713, 2.021], [-0.918, 2.587, 2.435], [-0.063, 4.980, 1.277], [-1.301, 5.391, 0.819], [-1.371, 6.595, 0.126], [-0.230, 7.357, -0.112], [1.015, 6.939, 0.347], [1.057, 5.748, 1.041], [-2.167, 4.765, 0.986], [-2.321, 6.933, -0.269], [-0.309, 8.269, -0.689], [1.912, 7.509, 0.147], [-3.043, -2.133, -0.547], [-2.603, -3.299, -0.998], [-1.476, -3.914, -0.475], [-1.132, -5.129, -1.033], [-0.064, -5.803, -0.562], [-1.839, -5.730, -2.056], [-1.468, -6.913, -2.560], [-2.957, -5.088, -2.556], [-3.660, -5.644, -3.544], [-3.344, -3.872, -2.026], [-4.424, -3.257, -2.507], [-0.340, -3.158, 0.954], [-0.925, -1.330, 1.801], [-0.276, -4.502, 2.402], [0.631, -4.304, 3.430], [1.476, -3.272, 3.399], [0.724, -5.142, 4.528], [1.625, -4.921, 5.487], [-0.136, -6.222, 4.626], [-0.065, -7.042, 5.675], [-1.069, -6.442, 3.633], [-1.911, -7.478, 3.730], [-1.125, -5.579, 2.549], [-2.072, -5.853, 1.637], [1.389, -3.159, 0.001], [1.468, -2.322, -1.102], [0.435, -1.545, -1.427], [2.578, -2.264, -1.929], [2.608, -1.457, -2.984], [3.662, -3.076, -1.651], [4.742, -3.043, -2.430], [3.617, -3.936, -0.570], [4.656, -4.739, -0.317], [2.486, -3.966, 0.228], [2.502, -4.868, 1.224]], "forces_ev_per_angstrom": [[-0.0118, 0.1843, -0.4335], [-0.1983, -0.0525, 0.0877], [-0.1202, -0.0371, -0.0596], [0.1081, 0.0156, -0.0076], [0.2581, 0.1055, -0.1166], [-0.1258, -0.2103, -0.0395], [0.0155, 0.0197, -0.0289], [-0.3024, 0.0889, -0.1583], [-0.0868, -0.0484, -0.0228], [0.1333, 0.0680, -0.0195], [0.2477, -0.0270, 0.1367], [0.1718, -0.1181, 0.1165], [-0.0106, 0.0221, -0.0252], [-0.0072, -0.0116, 0.0232], [0.0067, -0.0138, -0.0068], [0.1128, 0.0051, -0.0189], [0.0630, -0.1554, 0.0386], [0.0789, 0.0701, 0.0592], [-0.0480, -0.1602, 0.2100], [-0.0403, 0.3411, -0.3407], [0.0161, -0.1430, 0.1417], [0.0240, -0.2757, 0.1718], [0.0174, 0.0124, 0.0153], [0.0577, 0.0304, 0.0279], [-0.0469, 0.0745, 0.0859], [-0.1051, -0.0585, 0.1120], [-0.0908, 0.3537, -0.1072], [-0.0141, 0.0015, -0.0189], [-0.0166, -0.0039, -0.0019], [0.0021, -0.0086, -0.0008], [0.0050, 0.0082, -0.0210], [0.0475, 0.0505, 0.1087], [-0.0856, -0.0691, -0.1807], [-0.2246, 0.0073, -0.0612], [0.0618, -0.1758, -0.0909], [0.0141, 0.0340, 0.0352], [-0.0103, 0.1137, 0.0576], [0.0206, -0.0598, -0.0229], [0.0213, 0.0678, 0.0592], [-0.0596, -0.0460, -0.0737], [0.1738, -0.0407, 0.0892], [-0.1029, 0.0230, -0.0612], [0.1537, -0.0210, -0.2790], [-0.2357, 0.2446, 0.6401], [0.0617, 0.0069, 0.0988], [0.0634, -0.0517, 0.1815], [0.0418, 0.0181, -0.1437], [-0.1138, -0.0052, -0.1271], [0.0440, -0.0102, 0.0734], [0.0341, 0.0735, -0.0609], [-0.0007, -0.0672, 0.0842], [0.0594, 0.1158, -0.0335], [-0.0416, -0.0616, 0.0097], [-0.0744, -0.1806, 0.0482], [-0.0050, 0.0345, -0.0451], [0.0649, -0.0565, -0.1322], [0.1577, 0.1254, -0.1131], [-0.1567, -0.1448, 0.0209], [-0.0261, -0.0109, 0.1275], [0.0270, 0.0139, -0.0678], [-0.0911, 0.0279, 0.0281], [0.1063, -0.0015, -0.0735], [-0.1657, 0.1127, 0.0216], [0.0927, -0.0665, 0.0173], [0.1732, -0.0711, -0.0801], [-0.1181, -0.0066, 0.1464]]}